No. 1
Below is C33H63IN6OSi as an isolated structure, with properties calculated with ωB97M-V with the def2-TZVPD basis set.

Structure (XYZ):
```
105
Properties=species:S:1:pos:R:3:forces:R:3
C 3.452866 -3.138752 -0.028470 -0.0141 -0.0740 -0.2081
C 2.887030 -3.093149 -1.491092 0.2277 1.3935 0.1967
C 1.934961 -1.850789 -1.630935 -0.8612 -0.8408 -0.1379
C 0.436579 -2.194366 -1.273987 0.5993 -0.3835 0.0997
Si -0.392815 -0.947066 -0.106405 -1.0156 -0.6325 -0.4928
C -2.240422 -1.426734 0.104475 -0.0917 0.2583 -0.4516
C -3.147226 -0.918387 -1.051453 -0.2383 0.0610 0.6803
O -2.909040 -1.699594 -2.230551 0.3588 0.3013 0.3436
C -0.359180 0.866699 -0.700951 0.9225 0.2646 0.2057
I -1.368012 2.006654 0.894942 -0.0499 -0.2926 -0.3418
C 1.071437 1.503011 -0.849937 -0.4409 0.8079 -0.5407
C 1.470952 1.688716 -2.345496 -0.0625 -0.1304 0.0843
H 3.092684 -4.034613 0.506225 0.5187 0.2833 -0.1474
H 3.131208 -2.269462 0.582136 0.0174 -0.4025 -0.4459
H 4.564333 -3.082428 -0.041490 -0.8889 -0.4017 0.0947
H 2.382446 -4.029552 -1.787331 0.1671 0.4355 0.1792
H 3.726227 -2.922502 -2.197379 -0.3628 -0.3009 0.3569
H 1.929660 -1.460374 -2.666343 0.2800 -0.0157 0.5885
H 2.276486 -1.087332 -0.911257 0.1677 -0.1073 -0.6471
H -0.168752 -2.420142 -2.175105 0.2988 0.2917 0.4318
H 0.470361 -3.157856 -0.708939 -0.2627 0.5857 -0.1302
H 0.250096 -1.053777 1.213903 0.1889 0.1682 0.0100
H -2.364441 -2.527219 0.151003 0.1252 0.4934 0.1367
H -2.577711 -0.983197 1.059776 0.0402 -0.2511 -0.3775
H -4.216672 -0.992646 -0.759110 0.5126 -0.0674 -0.1142
H -2.973803 0.159439 -1.252748 0.0153 -0.5227 0.0007
H -3.753673 -1.944463 -2.596942 -0.2746 -0.0614 -0.2211
H -0.943421 1.064292 -1.617467 0.1681 -0.1039 0.5349
H 1.842442 0.985329 -0.252118 -0.4071 0.0714 -0.2808
H 1.006923 2.528454 -0.434158 0.1976 -0.5520 -0.1608
H 2.326414 2.386189 -2.432269 -0.3311 -0.4293 0.0676
H 0.637431 2.129244 -2.925760 0.3403 -0.1170 0.3735
H 1.733857 0.745420 -2.853235 -0.0334 0.3209 0.3096
C -2.883251 4.982120 -1.565903 0.0129 0.0299 -0.0223
C -1.731514 5.924848 -1.890838 -0.2023 -0.1696 0.2516
C -1.492468 6.079477 -3.395268 0.1553 0.2741 0.2510
C -1.059920 4.830636 -4.022190 -0.1233 0.1372 -0.0662
N -0.725994 3.849548 -4.514834 0.0103 -0.0946 -0.0270
H -2.676819 3.965956 -1.907315 -0.0114 0.0188 0.0153
H -3.045746 4.940686 -0.488717 -0.0340 -0.0646 -0.0425
H -3.810087 5.319848 -2.035206 -0.0069 -0.0274 0.0282
H -0.822666 5.568961 -1.399005 0.0316 0.0479 -0.0969
H -1.953213 6.910587 -1.474189 0.0844 0.0279 -0.1068
H -0.724418 6.838339 -3.561598 0.0255 -0.0978 -0.1269
H -2.401707 6.437329 -3.883230 0.0090 -0.1309 -0.0605
C -5.451040 4.468244 3.924989 0.0357 -0.0442 -0.0309
C -4.830119 5.644607 3.181311 0.0351 -0.2239 0.2638
C -5.766519 6.260449 2.138706 0.2900 0.1620 0.1077
C -6.070996 5.333937 1.046701 -0.1176 0.1309 0.0722
N -6.310584 4.607343 0.191478 0.0333 -0.0478 -0.0346
H -5.675462 3.641661 3.248188 -0.0254 0.0368 -0.0009
H -4.762035 4.096351 4.684304 -0.0426 -0.0088 -0.0117
H -6.376348 4.764170 4.424256 0.0069 -0.0178 -0.0109
H -3.900949 5.320995 2.706001 -0.0409 0.0816 -0.0601
H -4.564107 6.416823 3.907141 -0.0119 0.0670 -0.1201
H -5.297013 7.152752 1.718321 -0.0835 -0.0469 -0.1136
H -6.694348 6.586104 2.613929 -0.0507 -0.1001 -0.0890
C 2.085972 -3.004921 4.958224 0.0838 0.0208 -0.0619
C 3.536145 -2.677176 4.620247 -0.3407 -0.3295 0.0369
C 3.811010 -1.172887 4.564344 0.2329 -0.2639 0.0470
C 3.078206 -0.519854 3.479107 0.0477 0.0822 0.2032
N 2.498390 -0.006816 2.632191 0.0308 0.0253 -0.1727
H 1.403516 -2.636224 4.191780 -0.0115 0.0526 0.0703
H 1.952111 -4.086325 5.029416 -0.0069 0.0189 0.0109
H 1.795056 -2.564443 5.914625 -0.0733 0.0072 -0.0333
H 3.800783 -3.141260 3.668071 0.0634 0.1347 0.1530
H 4.185549 -3.119946 5.379503 0.1058 0.0928 -0.0845
H 4.880756 -1.009639 4.414310 -0.0542 0.0992 -0.0901
H 3.549744 -0.705877 5.516716 -0.1052 0.0809 -0.0925
C -2.819328 1.080754 -6.972560 0.0514 -0.0571 -0.0370
C -2.220042 2.261420 -7.726468 0.0269 -0.1729 0.2932
C -3.183269 2.876255 -8.745071 0.2948 0.1474 0.0944
C -3.510160 1.951726 -9.832328 -0.1322 0.1425 0.0704
N -3.768651 1.226042 -10.682848 0.0291 -0.0592 -0.0254
H -3.056494 0.254856 -7.646566 -0.0388 0.0378 -0.0026
H -2.111598 0.710022 -6.230187 -0.0467 0.0181 0.0074
H -3.733963 1.371812 -6.451124 0.0117 -0.0165 -0.0026
H -1.301111 1.943669 -8.224526 -0.0431 0.0864 -0.0573
H -1.940516 3.031668 -7.004075 0.0088 0.0323 -0.0968
H -2.727684 3.771847 -9.173590 -0.0840 -0.0503 -0.1141
H -4.101085 3.196235 -8.246886 -0.0533 -0.1040 -0.0852
C -1.663108 -5.845152 4.004003 0.0700 0.0026 0.0185
C -2.025528 -5.406929 5.418132 0.0967 -0.2577 -0.2014
C -2.701719 -4.034854 5.466327 -0.0037 -0.2154 0.2755
C -1.808127 -2.962416 5.026864 -0.2200 0.0033 -0.0383
N -1.109319 -2.122443 4.676669 0.0229 0.0325 -0.0015
H -0.932464 -5.171263 3.552055 -0.0468 0.0198 0.0017
H -1.226615 -6.844746 4.019093 -0.0165 0.0251 -0.0363
H -2.546973 -5.872269 3.363098 0.0235 0.0072 -0.0053
H -1.125499 -5.402411 6.037585 -0.0689 0.0766 0.0389
H -2.706343 -6.143623 5.851427 -0.0196 0.1060 0.0630
H -3.020815 -3.827429 6.490181 0.0278 0.1355 -0.0536
H -3.602642 -4.038431 4.848991 0.0782 0.0947 -0.0703
C 9.461086 -3.384012 1.715562 0.0004 -0.0617 0.0122
C 8.583323 -3.649144 0.498107 0.3132 -0.0321 0.1537
C 7.229166 -2.939235 0.567589 0.1382 -0.1443 -0.2785
C 6.396980 -3.438131 1.664198 0.1078 0.1930 -0.0215
N 5.756390 -3.828169 2.532731 0.1460 -0.0998 -0.0166
H 9.004318 -3.770196 2.628790 -0.0187 0.0407 -0.0182
H 10.428594 -3.873505 1.596759 -0.0140 0.0352 0.0307
H 9.637715 -2.314187 1.846228 -0.0013 -0.0187 0.0138
H 8.435828 -4.725665 0.385612 -0.0876 0.0528 -0.0448
H 9.108533 -3.304799 -0.395854 -0.1304 0.0028 -0.0298
H 6.696901 -3.091940 -0.373805 -0.1031 0.0136 0.0947
H 7.374903 -1.862346 0.677854 -0.0820 -0.0264 0.1175
```
Forces are in eV/Å.

Properties
HOMO: -8.7201 eV
net charge: 0
orbital gap: 9.2264 eV
energy: -2286.103349 Ha

***

No. 2
Below is C52H58AsNP3Tl as an isolated structure, with properties calculated with ωB97M-V with the def2-TZVPD basis set.

Structure (XYZ):
```
116
Properties=species:S:1:pos:R:3:forces:R:3
Tl 0.431932 0.171731 0.256225 0.0464 0.0251 -0.1594
C -0.408259 -4.326250 -1.316280 0.0862 -0.0008 -0.1010
P -0.339799 -2.506984 -1.123343 -0.0910 0.0505 0.1980
C -2.126686 -2.124033 -1.164539 -0.0563 -0.0275 -0.0347
C 0.287816 -1.896765 -2.729090 0.0122 -0.0143 0.0096
C -0.486692 -1.973877 -3.883667 0.0036 0.0620 -0.0437
C -0.012889 -1.499789 -5.096669 -0.0123 -0.0185 0.0461
C 1.249111 -0.933706 -5.164015 0.0279 0.0225 -0.0060
C 2.039330 -0.858976 -4.026553 -0.0105 0.0198 -0.0044
C 1.581748 -1.343728 -2.801956 0.0090 -0.0436 -0.0178
P 2.627371 -1.238143 -1.300091 -0.0613 0.0272 0.0741
C 4.196557 -0.518196 -1.885965 0.0112 -0.0073 -0.0216
C 3.155686 -2.966972 -1.002849 0.0095 -0.0256 -0.0106
H -1.069259 -4.590262 -2.143172 0.0111 -0.0219 -0.0089
H -0.789945 -4.774073 -0.399056 -0.0117 0.0090 0.0140
H 0.580138 -4.736647 -1.516961 0.0108 0.0122 0.0082
H -2.623790 -2.497275 -2.059741 -0.0134 -0.0251 0.0069
H -2.296370 -1.049791 -1.101889 0.0217 0.0270 -0.0009
H -2.587321 -2.602302 -0.297832 -0.0042 0.0104 0.0120
H -1.478463 -2.404486 -3.844529 -0.0174 -0.0178 0.0015
H -0.627842 -1.572589 -5.983116 -0.0122 0.0061 -0.0112
H 1.626290 -0.556062 -6.105172 0.0079 0.0013 0.0004
H 3.024161 -0.420867 -4.106634 0.0137 -0.0083 -0.0183
H 4.062818 0.507228 -2.224401 -0.0198 0.0064 -0.0054
H 4.639793 -1.110700 -2.687301 0.0137 0.0062 -0.0009
H 4.887565 -0.502232 -1.043280 0.0045 -0.0035 0.0160
H 3.459481 -3.439625 -1.938164 0.0073 -0.0151 0.0244
H 2.361611 -3.552264 -0.541014 -0.0128 0.0325 -0.0253
H 4.006870 -2.956633 -0.320663 0.0157 0.0148 0.0045
C -2.411133 6.554949 3.177359 0.0181 0.0059 -0.0018
C -2.021346 5.109247 3.222338 -0.0315 0.0193 -0.0107
C -2.987383 4.111081 3.313209 0.0039 -0.0404 -0.0333
C -2.642588 2.773266 3.348995 0.0142 0.0961 -0.0166
C -3.719627 1.723081 3.391140 -0.0212 -0.0167 -0.0054
C -1.272405 2.450396 3.311913 -0.2171 -0.0296 -0.0768
As -0.872352 0.665998 3.688450 0.8713 -0.1507 0.2278
N 0.669093 0.150389 3.184535 -0.3310 0.1575 -0.0034
C 1.329897 -0.944938 3.758749 -0.0507 -0.0482 -0.1699
C 1.964715 -1.846435 2.896235 0.0080 -0.0167 -0.0059
C 2.662483 -2.923521 3.409495 -0.0169 0.0134 0.0057
C 2.769228 -3.090608 4.785097 -0.0087 -0.0168 -0.0044
C 2.167451 -2.181740 5.644946 -0.0079 -0.0004 -0.0024
C 1.438781 -1.118583 5.140201 0.0094 -0.0231 0.0569
C -1.661017 -0.310980 5.100197 -0.1687 -0.1431 -0.0247
C -1.784867 0.237135 6.379616 -0.0689 -0.0327 -0.0004
C -1.496488 1.674682 6.714964 0.0299 0.0457 -0.0145
C -2.213828 -0.618099 7.388931 0.0049 0.0348 -0.0102
C -2.513061 -1.952393 7.148764 -0.0214 -0.0030 0.0279
C -2.964880 -2.855338 8.257934 0.0127 0.0038 -0.0049
C -2.393498 -2.446489 5.848818 -0.0263 -0.0084 -0.0357
C -1.969695 -1.649928 4.801890 -0.0465 0.0040 0.1572
C -1.845738 -2.230181 3.418788 0.0024 0.0084 -0.0416
C -0.258344 3.420383 3.177858 -0.1127 0.1143 -0.0190
C 1.209455 3.125045 3.070437 -0.0312 -0.0016 0.0167
C -0.680915 4.740913 3.149022 0.0881 0.0159 -0.0567
H -3.490372 6.680788 3.220760 -0.0092 -0.0015 -0.0070
H -2.047623 7.021777 2.260133 -0.0043 -0.0102 -0.0105
H -1.966492 7.094897 4.014754 0.0035 0.0066 -0.0024
H -4.034817 4.384812 3.332223 -0.0135 0.0160 0.0097
H -4.695705 2.175863 3.228628 0.0061 0.0057 -0.0206
H -3.761476 1.208734 4.353422 0.0047 -0.0011 0.0004
H -3.574617 0.974205 2.605814 -0.0009 -0.0025 0.0218
H 1.893228 -1.705103 1.822348 0.0293 -0.0041 0.0148
H 3.136605 -3.628427 2.740068 0.0100 -0.0016 -0.0067
H 3.334302 -3.921082 5.183892 0.0094 -0.0143 0.0231
H 2.272027 -2.297503 6.714713 0.0007 -0.0040 0.0195
H 0.985763 -0.399768 5.811852 0.0405 -0.0102 -0.0061
H -0.892271 2.190301 5.966864 0.0116 -0.0355 0.0141
H -0.972052 1.744702 7.666830 -0.0083 -0.0078 0.0122
H -2.429089 2.233567 6.816830 -0.0041 0.0111 -0.0118
H -2.314001 -0.224856 8.393552 0.0053 0.0029 0.0142
H -3.051766 -2.320473 9.200515 0.0026 0.0096 0.0093
H -2.257534 -3.674633 8.392953 0.0010 -0.0095 0.0010
H -3.933095 -3.298317 8.024180 -0.0109 -0.0051 -0.0128
H -2.645846 -3.481936 5.652485 0.0006 -0.0112 0.0008
H -2.423778 -3.149421 3.345113 0.0130 -0.0100 -0.0020
H -0.805881 -2.474239 3.180866 -0.0045 0.0146 0.0121
H -2.225606 -1.552266 2.646481 -0.0076 -0.0006 0.0306
H 1.434982 2.542200 2.178242 0.0080 -0.0048 -0.0305
H 1.577363 2.561077 3.930266 0.0050 -0.0134 -0.0125
H 1.762526 4.058546 3.008242 0.0340 0.0053 0.0259
H 0.071124 5.515654 3.052812 -0.0028 0.0121 0.0127
C -4.356709 6.486459 -0.874034 0.0118 -0.0022 -0.0171
C -3.218063 6.467733 -1.673840 -0.0368 0.0022 0.0402
C -2.369205 5.374829 -1.647856 0.0258 0.0396 -0.0186
C -2.643437 4.291693 -0.813031 -0.0066 -0.0189 -0.0420
C -3.784998 4.317446 -0.020211 -0.0468 0.0761 0.0131
C -4.643280 5.410472 -0.049807 0.0293 -0.0211 0.0012
P -1.636128 2.772487 -0.773131 0.0461 -0.1525 -0.0128
C -2.013785 2.027205 -2.400706 -0.0588 0.0239 -0.0775
C -3.090695 1.141246 -2.421503 0.0249 -0.0472 -0.0015
C -3.540788 0.591404 -3.613128 0.0202 -0.0142 -0.0069
C -2.907137 0.913209 -4.803657 0.0051 0.0157 0.0084
C -1.835438 1.796302 -4.798954 -0.0158 -0.0254 0.0513
C -1.396908 2.355489 -3.608263 -0.0334 0.0571 -0.0152
C 0.072788 3.399053 -0.948689 0.0051 0.1425 0.0834
C 1.080242 2.696804 -1.615566 0.0028 -0.1016 -0.0025
C 2.397840 3.142327 -1.592511 -0.0583 0.0222 0.0182
C 2.734306 4.293937 -0.899504 -0.0183 0.0069 0.0037
C 1.742409 5.001225 -0.231510 0.0537 -0.0182 0.0102
C 0.430718 4.556175 -0.251405 0.0378 -0.0096 -0.0142
H -5.023898 7.337057 -0.905363 -0.0020 0.0214 0.0049
H -2.999982 7.305201 -2.322202 0.0049 0.0133 -0.0188
H -1.486409 5.368774 -2.276637 -0.0137 -0.0151 -0.0048
H -4.009631 3.472055 0.617577 -0.0031 -0.0468 0.0367
H -5.535135 5.417705 0.563598 -0.0095 0.0004 -0.0053
H -3.598872 0.895744 -1.494289 0.0006 0.0098 0.0070
H -4.388143 -0.081460 -3.612637 -0.0207 -0.0060 0.0013
H -3.257291 0.491452 -5.736009 -0.0094 -0.0120 -0.0227
H -1.351128 2.066320 -5.727371 0.0146 0.0059 -0.0298
H -0.586110 3.071586 -3.633191 0.0322 0.0037 0.0250
H 0.838412 1.812691 -2.198935 -0.0258 0.0170 -0.0315
H 3.156200 2.603292 -2.143636 0.0206 -0.0165 -0.0134
H 3.755472 4.648964 -0.895167 0.0182 0.0116 0.0019
H 1.992614 5.913305 0.294922 0.0021 0.0116 0.0087
H -0.332532 5.128558 0.260442 -0.0077 -0.0011 0.0203
```
Forces are in eV/Å.

Properties
HOMO: -12.4752 eV
net charge: +2
orbital gap: 5.5362 eV
energy: -5502.882638 Ha

***

- Look up the HOMO of the first one.
  -8.7201 eV